No. 1
28
Properties=species:S:1:pos:R:3 method="wB97M-V/def2-TZVPD" smiles=C[C@H](CS)NCCN.O.O homo_lumo_gap_ev=9.099 homo_ha=-0.3172 multiplicity=1 total_charge=0
C 0.74457 0.67234 -0.67992
N -0.09940 -0.07111 0.26157
C -0.13017 0.43432 1.63799
C -1.57175 0.63712 2.12082
S -2.17536 2.37032 2.16803
C 0.61348 -0.53430 2.55774
C 0.54185 0.17432 -2.15855
N 1.75660 -0.20155 -2.87676
H 0.53766 1.72793 -0.64607
H 1.80791 0.43559 -0.51823
H 0.11129 -1.05525 0.17600
H 0.33130 1.42671 1.71455
H -1.73810 0.40240 3.16633
H -2.26740 -0.03424 1.57321
H -1.82976 2.69481 0.91699
H 1.69406 -0.42138 2.62575
H 0.32630 -1.54250 2.27378
H 0.24689 -0.59697 3.60136
H -0.31818 -0.46740 -2.28491
H 0.37981 1.12123 -2.68427
H 2.51948 0.44616 -2.94249
H 2.09471 -1.14665 -2.78235
H -3.15625 0.61583 -1.55932
H -2.25107 1.53562 -1.01268
O -2.58526 1.33175 -1.89212
H 0.99419 -3.40432 -1.54110
H 1.59230 -3.21126 -0.15010
O 1.83028 -3.33950 -1.06526

No. 2
53
Properties=species:S:1:pos:R:3 method="wB97M-V/def2-TZVPD" homo_lumo_gap_ev="5.450 / 5.451" homo_ha="-0.0466 / -0.0466" multiplicity=1 total_charge=-2
Rh -0.96653 -0.00553 0.72393
C -4.72569 -0.00930 -1.34463
C -4.41784 0.75753 -2.48058
C -3.15297 1.29084 -2.61994
C -2.20402 1.07738 -1.61448
C -2.51513 0.35455 -0.46179
C -3.79107 -0.22016 -0.35282
C -0.81372 1.56279 -1.68255
C -0.26566 2.19956 -2.84086
C 1.00423 2.64622 -2.81645
C 1.76653 2.54210 -1.62846
C 3.08277 3.06821 -1.52487
C 3.75606 2.98865 -0.35024
C 3.13922 2.38762 0.78106
C 1.88831 1.85514 0.71022
C 1.17640 1.90779 -0.52030
N -0.09548 1.36739 -0.60413
H -5.71092 -0.45837 -1.25811
H -5.16064 0.91644 -3.25378
H -2.91215 1.86979 -3.50516
H -4.00969 -0.83458 0.51262
H -0.87413 2.29157 -3.72874
H 1.44841 3.10561 -3.69408
H 3.53130 3.53106 -2.39783
H 4.75838 3.39392 -0.27276
H 3.66808 2.34107 1.72580
H 1.42057 1.40999 1.57695
O -1.08944 -3.81037 -1.46847
C -0.64843 -2.73658 -1.04290
O -1.32944 -1.86564 -0.41070
C 0.79089 -2.40733 -1.37638
C 1.27915 -2.85003 -2.60412
C 2.58242 -2.59681 -3.00690
C 3.42781 -1.89554 -2.15319
C 2.95542 -1.45857 -0.92409
C 1.63581 -1.70628 -0.50718
S 1.17950 -1.18061 1.11197
H 0.60027 -3.41807 -3.22855
H 2.93780 -2.94680 -3.97028
H 4.45236 -1.68457 -2.44469
H 3.60412 -0.90730 -0.25173
Br -1.96866 -3.02993 6.92323
C -1.36455 -1.84520 5.56764
C -0.28406 -1.01398 5.78059
Br 0.67786 -1.05221 7.41866
C 0.11254 -0.12780 4.75455
Br 1.55654 1.09207 4.95935
C -0.54237 -0.07175 3.53451
O -0.23431 0.77582 2.58081
C -1.61473 -0.97798 3.29224
O -2.17068 -0.91814 2.11970
C -2.03186 -1.81021 4.32325
Br -3.53860 -2.89347 3.94465

No. 3
16
Properties=species:S:1:pos:R:3 method="wB97M-V/def2-TZVPD" homo_lumo_gap_ev="6.292 / 6.477" homo_ha="-0.4628 / -0.4628" multiplicity=8 total_charge=+1
C -2.81806 -0.05382 0.09532
C -4.24959 0.27022 0.46872
O -4.38460 -0.06114 1.87644
O -1.95792 0.08248 1.21236
H -2.50130 0.65686 -0.67890
H -2.77493 -1.09000 -0.27511
H -4.95936 -0.33986 -0.10051
H -4.43455 1.34690 0.36793
H -2.67374 -0.00562 2.06908
C -5.58432 0.12338 2.47298
O -6.59822 0.37881 1.79411
O -5.65616 -0.25721 3.67561
Eu -8.17146 -0.33409 4.13821
O 0.53867 0.13302 -0.29789
O 0.88776 0.31307 1.93632
C 0.38428 0.20449 0.87203

No. 4
82
Properties=species:S:1:pos:R:3 method="wB97M-V/def2-TZVPD" homo_lumo_gap_ev="7.884 / 3.343" homo_ha="-0.5739 / -0.5717" multiplicity=3 total_charge=+3
Au -0.29730 -1.25004 -0.53400
P 0.29150 2.31389 1.37124
P -2.28164 0.13450 -0.81100
P 2.04916 -0.54835 -0.57428
H -1.28966 -1.31734 -3.15779
C -0.51906 -2.02676 -2.85802
C -0.54702 -2.94680 -1.77088
H -1.42433 -3.45974 -1.36537
C 0.62623 3.91982 0.54530
C -1.09994 2.94398 2.40386
C 1.68576 2.32557 2.58454
C -3.38190 -0.49850 -2.11895
C -3.38954 -0.05895 0.62400
C -2.17367 1.91102 -1.24600
C 2.91129 -1.55545 -1.83691
C 2.98236 -0.99798 0.92410
C 2.65869 1.10966 -1.01217
H 0.21964 -2.24248 -3.61995
H 0.42953 -3.43418 -1.63413
H 0.64048 4.70217 1.31390
H -0.17197 4.12990 -0.17650
H 1.58612 3.89475 0.01809
H -0.83937 3.94822 2.76548
H -1.31405 2.29215 3.26021
H -1.99749 3.01620 1.77419
H 1.62654 3.22880 3.20650
H 2.64153 2.31790 2.03927
H 1.64668 1.43501 3.23144
H -4.40448 -0.18612 -1.85790
H -3.31167 -1.59143 -2.14240
H -3.11176 -0.08192 -3.09913
H -4.42220 0.09029 0.28493
H -3.16613 0.65519 1.42709
H -3.29969 -1.08220 1.00776
H -3.12684 2.23065 -1.69895
H -1.37630 2.09106 -1.98425
H -1.97901 2.54869 -0.36957
H 3.97147 -1.24811 -1.87375
H 2.45127 -1.39944 -2.82366
H 2.85417 -2.62005 -1.56799
H 4.02952 -1.20736 0.66409
H 2.53381 -1.89222 1.36713
H 2.94725 -0.18025 1.65751
H 3.68147 1.03747 -1.40900
H 2.68160 1.77391 -0.13906
H 2.03276 1.57315 -1.78401
C 0.78006 2.41301 -4.72282
C 0.52185 1.08036 -4.33709
C 0.59768 0.05433 -5.27425
C 1.05600 0.31009 -6.57650
C 1.24289 1.63218 -6.99302
C 1.13826 2.67461 -6.07064
Se 0.72796 3.79518 -3.40645
H -0.40493 4.51298 -4.01835
H 0.28947 0.84316 -3.29442
H 0.29925 -0.95328 -4.99307
H 1.20776 -0.53129 -7.25403
H 1.47308 1.83512 -8.03759
H 1.34912 3.70541 -6.36396
C -0.25757 -0.58202 5.50140
N -1.24629 -0.86707 4.41026
C -2.44991 0.00417 4.54174
C -0.58632 -0.89266 2.99478
C -0.08668 -2.25676 2.59604
C 0.24770 -3.18373 3.60614
C 0.67023 -4.46858 3.29074
C 0.79245 -4.83447 1.95402
C 0.52578 -3.89134 0.94496
C 0.10343 -2.60572 1.23559
H -0.06654 0.50318 5.54443
H 0.68567 -1.12278 5.31900
H -0.70841 -0.92173 6.43848
H -1.59180 -1.82208 4.56885
H -2.14987 1.05566 4.60175
H -3.11060 -0.16588 3.69033
H -2.96295 -0.28862 5.46578
H -1.34309 -0.49784 2.30850
H 0.21309 -0.12767 3.01983
H 0.13642 -2.93078 4.66380
H 0.90498 -5.18547 4.07471
H 1.07047 -5.84370 1.64452
H 0.67753 -4.24426 -0.07849

No. 5
51
Properties=species:S:1:pos:R:3 method="wB97M-V/def2-TZVPD" homo_lumo_gap_ev=7.159 homo_ha=-0.3852 multiplicity=1 total_charge=+1
Ga -0.61484 -0.17467 -0.44695
Se 1.33228 -3.41514 1.59260
P 4.00584 -2.15789 2.37470
Se 2.18321 -1.23526 1.27464
C 5.32475 -1.94423 1.13987
C 6.29187 -0.94283 1.05911
C 7.21506 -0.94341 0.02205
C 7.18255 -1.93550 -0.94755
C 6.23484 -2.94573 -0.86787
C 5.32170 -2.95636 0.17513
C 4.14758 -1.01321 3.77785
C 4.59791 0.30796 3.77482
C 4.61107 1.04491 4.94988
C 4.16598 0.48006 6.13792
C 3.70262 -0.82646 6.15032
C 3.69967 -1.56994 4.97877
H 6.36337 -0.17231 1.81023
H 7.96828 -0.16690 -0.02186
H 7.90521 -1.93002 -1.75334
H 6.21708 -3.73638 -1.60665
H 4.59652 -3.75935 0.24348
H 4.91070 0.78923 2.86038
H 4.96818 2.06688 4.93614
H 4.18249 1.05920 7.05206
H 3.35434 -1.27265 7.07250
H 3.35544 -2.59726 4.99514
C 2.13965 2.39657 -0.36822
C 0.80733 2.84146 -0.87878
N -0.24743 2.07321 -0.99975
C -1.33295 2.76496 -1.51845
C -1.09230 4.06583 -1.78353
S 0.52393 4.44856 -1.38605
C -2.56618 1.99847 -1.72035
C -3.73625 2.38361 -2.27878
S -4.83306 1.07552 -2.27618
C -3.68132 0.06609 -1.53139
N -2.54647 0.68290 -1.29558
C -3.94948 -1.36959 -1.20381
H 2.10300 1.34242 -0.10974
H 2.42608 2.96496 0.51681
H 2.91077 2.53930 -1.12507
H -1.76475 4.80945 -2.18323
H -4.00760 3.34665 -2.68317
H -5.00507 -1.61147 -1.30076
H -3.63902 -1.58908 -0.18323
H -3.39334 -2.01908 -1.88136
N -3.53570 -6.15272 -0.82290
C -2.93603 -5.42521 -0.15791
N -2.31790 -4.58761 0.66000
C -1.27624 -3.95102 0.69991
N -0.35041 -3.19844 0.80241

No. 6
11
Properties=species:S:1:pos:R:3 method="wB97M-V/def2-TZVPD" smiles="C#C/C(C)=N/O" homo_lumo_gap_ev=10.080 homo_ha=-0.3390 multiplicity=1 total_charge=0
C -0.79145 -1.02989 -0.00603
C 0.06266 0.15031 -0.37226
N -0.29293 1.37952 -0.37495
O -1.62220 1.51857 -0.02786
C 1.48074 -0.06100 -0.36328
C 2.52351 -0.23889 0.21070
H -1.45377 -1.31961 -0.82576
H -0.15034 -1.87615 0.25135
H -1.40825 -0.76301 0.85634
H -1.70733 2.47762 0.04506
H 3.35050 -0.32514 0.86976

Quick rundown of energy above the lowest of the compared OMol25 structures with the same formula, charge and spin, same order as above: 1.310; 1.267; 0.000; 2.604; 4.230; 3.845 eV
Quick rundown of E, same order as above: -23386.0860; -332959.3327; -35835.5682; -126138.9572; -244578.2031; -7762.6818 eV